(1)
Computed, not measured: a structure of composition C18H47InNO7, with wB97M-V/def2-TZVPD.

Output
LUMO level: 2.624 eV
HOMO-LUMO gap: 7.2 eV
Highest occupied orbital energy: -0.1679 Ha
DFT total energy: -1485.38242 Ha
Net charge: -1

Atoms and positions in Å:
C 4.759219 -2.736573 -0.821254
C 4.130743 -2.003044 -2.005191
O 3.251210 -0.984569 -1.598323
C 1.893457 -1.404006 -1.400448
In 0.484551 0.272185 -0.940103
C -1.497537 -0.716855 -0.702986
C -1.466463 -2.198963 -0.270202
C -1.957587 -3.160384 -1.354551
N -1.085582 -3.282495 -2.526410
H 5.248380 -2.035954 -0.143139
H 3.990150 -3.272658 -0.257560
H 5.500858 -3.467338 -1.162880
H 4.914174 -1.531863 -2.614259
H 3.600402 -2.721105 -2.648995
H 1.549320 -1.898662 -2.327521
H 1.863266 -2.172593 -0.607196
H 0.473063 1.367432 -2.349445
H 0.967845 1.190383 0.506291
H -2.114721 -0.135671 -0.010255
H -1.984233 -0.634431 -1.686052
H -0.453184 -2.523906 0.010790
H -2.079116 -2.365420 0.625216
H -2.111220 -4.163761 -0.939035
H -2.934403 -2.812009 -1.715939
H -0.905096 -2.354021 -2.892063
H -0.179907 -3.617878 -2.217948
C 4.581025 1.848311 3.949110
O 5.820149 2.341343 3.471172
C 6.803695 1.341672 3.292963
C 6.875787 0.831371 1.866794
O 5.708362 0.144059 1.485497
C 4.817937 0.907675 0.676444
H 3.864920 2.664886 3.883816
H 4.219384 1.011609 3.349473
H 4.666278 1.529448 4.994871
H 6.613372 0.496707 3.966238
H 7.769016 1.780623 3.564784
H 7.717901 0.133225 1.793164
H 7.071842 1.669714 1.187748
H 5.215955 1.025490 -0.335961
H 4.640836 1.893205 1.113565
H 3.877549 0.368495 0.610890
C -2.227504 2.467847 -4.130782
O -2.038928 3.186981 -2.933460
C -0.883918 4.007210 -2.931785
C -1.260514 5.469347 -2.993674
O -1.909419 5.823009 -4.208352
C -3.316645 5.821781 -4.115503
H -3.208991 1.997929 -4.072118
H -2.194656 3.125812 -5.006832
H -1.467175 1.687172 -4.236786
H -0.224364 3.746544 -3.764439
H -0.332372 3.807537 -2.009628
H -0.354164 6.076991 -2.920314
H -1.905149 5.715492 -2.141585
H -3.674407 6.653367 -3.494844
H -3.692015 4.884946 -3.697190
H -3.707214 5.946419 -5.125067
C -6.501194 -3.645448 4.062643
O -6.188133 -2.275558 4.201995
C -4.821726 -2.031534 4.492621
C -4.016208 -1.676015 3.261990
O -3.948752 -2.746933 2.342945
C -4.802895 -2.599334 1.224875
H -7.522394 -3.705263 3.689129
H -5.830260 -4.143215 3.358526
H -6.447489 -4.162991 5.028067
H -4.377582 -2.909873 4.975641
H -4.778980 -1.198199 5.199580
H -2.994079 -1.434004 3.568963
H -4.440510 -0.786543 2.783891
H -4.470341 -1.776430 0.583366
H -5.838747 -2.425019 1.531407
H -4.744870 -3.525702 0.655608

Atoms 1-2, force components in eV/Å:
-0.1153 -0.0906 -0.0488
0.0817 -0.0680 0.0992

(2)
Computed, not measured: a cluster of 4 separate species, C18H47N3O6 in total, with wB97M-V/def2-TZVPD.

Output
LUMO level (spin up / spin down): 2.765 / 2.707 eV
Spin multiplicity: 2
HOMO-LUMO gap (spin up / spin down): 1.9 / 9.2 eV
Highest occupied orbital energy (spin up / spin down): 0.0307 / -0.2376 Ha
DFT total energy: -1329.44910 Ha
Net charge: -1
⟨S²⟩: 0.75

Atoms and positions in Å:
C 1.566389 -0.892306 -2.410952
C 1.426769 -0.728886 -0.882082
O 0.680459 0.418794 -0.633512
H 0.586319 -0.930976 -2.886422
H 2.134149 -1.815646 -2.525792
H 2.053649 -0.041766 -2.887662
H 2.344219 -0.832266 -0.302692
H 0.786729 -1.581916 -0.656682
H 0.626199 0.496474 0.321798
C -3.834111 -1.373016 1.897028
O -3.188101 -1.921306 0.730198
C -1.723011 -2.250706 0.898058
C -1.441601 -3.562556 0.121808
N -2.004671 -3.588146 -1.202142
C -1.419111 -2.705776 -2.193572
C -2.301221 -2.664866 -3.409892
O -3.403751 -1.740226 -3.250042
C -4.524041 -2.204986 -2.529782
H -4.826111 -1.041316 1.590398
H -3.351171 -0.444196 2.200598
H -3.896581 -2.079736 2.724518
H -1.365141 -2.156036 1.923268
H -1.231121 -1.382176 0.460118
H -1.874401 -4.419346 0.638228
H -0.362191 -3.709286 0.160018
H -2.921321 -3.227406 -0.979172
H -0.433341 -3.166526 -2.257412
H -1.205001 -1.690786 -1.858822
H -2.672981 -3.627626 -3.760592
H -1.712761 -2.281526 -4.243482
H -4.980621 -3.070046 -3.010712
H -5.431221 -1.601876 -2.566942
H -4.302531 -2.209116 -1.462532
C 0.096249 -4.751086 3.178818
O 1.074369 -4.522566 4.263838
C 1.127759 -3.341966 5.018568
C 1.649849 -2.191186 4.211318
N 0.696449 -1.631066 3.269488
C 0.009489 -0.472356 3.645848
C 0.772709 0.854004 3.421858
O 1.360089 0.776564 2.096098
C 2.399179 1.708034 1.843198
H -0.909421 -4.462776 3.484748
H 0.161019 -5.823586 2.995388
H 0.431149 -4.210336 2.293638
H 1.851589 -3.558506 5.804238
H 0.194439 -3.254336 5.574738
H 2.478219 -2.655296 3.676048
H 2.083899 -1.463696 4.897228
H 1.153019 -1.323376 2.422748
H -0.136481 -0.512136 4.725298
H -1.024491 -0.399466 3.308698
H 1.514369 1.206094 4.138838
H 0.095209 1.704224 3.342988
H 3.135569 1.610974 2.640958
H 2.046909 2.738114 1.897448
H 2.783689 1.616364 0.827398
C 1.997409 6.760744 -4.558372
C 1.489829 6.652894 -3.199302
C 1.711359 5.391094 -2.258482
O 0.810689 4.381614 -2.688852
C 0.746789 3.035624 -2.256772
N 2.050479 7.841084 -2.568842
H 1.864539 5.782654 -5.020732
H 3.078979 6.803254 -4.429902
H 1.546689 7.520564 -5.196822
H 0.434419 6.899364 -3.315352
H 1.687589 5.736384 -1.224892
H 2.747149 5.070484 -2.146892
H 0.014949 2.779944 -1.490522
H 1.695829 2.660104 -1.874122
H 0.507539 2.442034 -3.139112
H 3.054319 7.891724 -2.469662
H 1.717839 8.736894 -2.895922

Atoms 1-2, force components in eV/Å:
0.5815 0.4840 0.8662
-1.1489 -0.9354 -1.6735

(3)
Computed, not measured: a structure of composition C18H47N5OReSSbSi3Te, with wB97M-V/def2-TZVPD.

Output
LUMO level (spin up / spin down): -8.119 / -10.257 eV
Spin multiplicity: 4
HOMO-LUMO gap (spin up / spin down): 7.8 / 5.8 eV
Highest occupied orbital energy (spin up / spin down): -0.5852 / -0.5889 Ha
DFT total energy: -2915.48791 Ha
Net charge: +3
⟨S²⟩: 3.78

Atoms and positions in Å:
Re 0.527036 0.812164 1.554453
N 0.936693 -0.817355 3.023991
C 0.241389 -0.559943 4.301010
C 0.340427 0.871928 4.698282
N -0.072033 1.678805 3.543630
C -1.532014 1.996284 3.496846
C -2.337498 1.000831 2.709219
N -1.561228 0.290184 1.672276
H 0.564868 -1.718113 2.624185
H 1.923196 -0.988018 3.179605
H 0.577544 -1.179624 5.138899
H -0.816835 -0.803591 4.141863
H 1.338546 1.092589 4.967950
H -0.291075 1.012570 5.586308
H 0.435068 2.560091 3.516016
H -1.555270 2.981431 3.051212
H -1.963563 2.033702 4.455797
H -3.138398 1.596890 2.217015
H -2.802068 0.233043 3.315051
H -1.953272 0.481646 0.718820
H -1.705121 -0.729086 1.778620
N 3.223483 2.207082 -0.215354
C 3.387988 1.810439 1.022540
N 4.604644 1.772957 1.596575
O 2.427761 1.369917 1.785230
H 3.956766 2.655082 -0.725535
H 2.334818 2.033906 -0.670091
H 5.389826 2.145322 1.083805
H 4.749910 1.584954 2.570162
Te -0.013983 3.193232 0.414913
C -2.031073 3.464899 -0.163654
C -3.147051 2.665574 -0.031489
C -4.360715 3.313935 -0.355538
C -4.149149 4.614237 -0.761071
S -2.503225 5.056586 -0.725482
H -3.136622 1.612333 0.232577
H -5.253597 2.745505 -0.331645
H -4.886028 5.329128 -1.108727
C 1.436395 2.215282 -3.228923
Si 0.320780 0.715527 -3.064664
C 0.924262 -0.525492 -4.368240
C -1.420896 1.298723 -3.278046
Sb 0.520724 -0.647735 -0.914306
Si -1.580403 -2.133933 -1.069485
C -3.233107 -1.157145 -0.905211
C -1.441623 -2.816297 -2.851017
C -1.660909 -3.523282 0.271343
Si 2.354875 -2.474109 -0.829594
C 4.008600 -1.679865 -0.367746
C 2.355085 -3.602997 -2.326952
C 1.796087 -3.554022 0.611026
H 1.313770 2.543392 -4.235206
H 2.488455 1.997181 -3.072141
H 1.258487 3.064146 -2.599168
H 1.144062 -0.077088 -5.376017
H 0.431887 -1.485561 -4.526669
H 1.949095 -0.848534 -4.174531
H -1.429348 1.603614 -4.326171
H -1.745177 2.198943 -2.781232
H -2.205529 0.594766 -3.077178
H -3.234125 -0.163110 -1.286971
H -3.725136 -1.140222 0.055879
H -3.895238 -1.741855 -1.554010
H -1.728472 -2.019745 -3.544297
H -2.202062 -3.578266 -2.973288
H -0.491184 -3.257383 -3.188157
H -1.353932 -3.250477 1.257556
H -1.048605 -4.399811 0.002622
H -2.672094 -3.955336 0.323907
H 3.879929 -1.124979 0.522451
H 4.386024 -1.071704 -1.151586
H 4.677098 -2.510285 -0.109710
H 1.515414 -3.371273 -2.986177
H 2.300546 -4.617347 -1.955032
H 3.263174 -3.441481 -2.935615
H 0.928880 -4.126686 0.263923
H 1.517990 -3.071966 1.558313
H 2.546075 -4.285104 0.882057

Atoms 1-2, force components in eV/Å:
-1.2795 0.3460 -0.2474
-0.6883 -1.3585 -0.9660

(4)
Computed, not measured: a cluster of 8 separate species, C18H48Br2F6N4O10S2 in total, with wB97M-V/def2-TZVPD.

Output
LUMO level: -1.724 eV
HOMO-LUMO gap: 3.7 eV
Highest occupied orbital energy: -0.2003 Ha
DFT total energy: -8229.48235 Ha

Atoms and positions in Å:
C -10.523764 4.076064 -8.613813
C -9.332359 3.809096 -7.668831
C -8.732950 5.069636 -7.054750
O -9.731299 5.782789 -6.354093
C -9.375544 7.014358 -5.851442
N -10.010584 2.973458 -6.543571
H -10.930775 3.291600 -6.274991
H -10.187083 2.101833 -7.022342
H -9.364970 2.773525 -5.793040
H -11.260726 4.680629 -8.085144
H -10.891136 3.186145 -9.124865
H -10.301787 4.798006 -9.399705
H -8.513215 3.239203 -8.107381
H -8.232313 5.680421 -7.806016
H -8.030049 4.701826 -6.307245
H -10.347772 7.461193 -5.643579
H -8.945940 7.554374 -6.695200
H -8.723985 6.966095 -4.978949
C -6.020839 -2.559102 -7.261659
C -5.618355 -1.161384 -6.761045
C -5.852650 0.144379 -7.696004
O -4.625956 0.769691 -7.999434
C -4.779128 1.922625 -8.819950
N -6.442782 -0.954714 -5.499975
H -5.900153 -0.363523 -4.886677
H -7.235359 -0.465756 -5.890927
H -6.698734 -1.826632 -5.059132
H -5.737141 -2.567739 -8.314061
H -7.095368 -2.741609 -7.248134
H -5.522120 -3.369351 -6.729810
H -4.576716 -1.196463 -6.441882
H -6.522534 0.895420 -7.277325
H -6.397769 -0.223147 -8.565418
H -3.739333 2.241551 -8.892206
H -5.407659 2.763794 -8.527594
H -5.014807 1.576288 -9.826239
C -11.007887 -1.343989 -11.784748
C -11.609922 -2.403310 -10.836929
C -10.588721 -3.446830 -10.290084
O -11.179647 -4.207026 -9.250620
C -10.259629 -5.048817 -8.636070
N -12.270856 -1.720248 -9.630285
H -12.863339 -2.441458 -9.244357
H -11.502213 -1.526685 -9.004329
H -12.903555 -0.971034 -9.872085
H -10.518004 -1.876246 -12.600113
H -10.291807 -0.729019 -11.239642
H -11.837234 -0.849847 -12.290809
H -12.465758 -2.849820 -11.343174
H -9.682833 -2.947297 -9.946665
H -10.155212 -3.968636 -11.143247
H -9.722242 -4.563980 -7.821052
H -9.623094 -5.625465 -9.307176
H -10.815995 -5.811611 -8.091372
C -13.483281 -0.193122 -6.511108
C -13.137354 -0.976195 -5.224046
C -14.461108 -1.482550 -4.573278
O -14.227827 -2.443779 -3.574911
C -15.392856 -3.101289 -3.168216
N -12.312471 -2.164034 -5.676788
H -12.134139 -2.901475 -5.010100
H -12.872765 -2.527872 -6.434279
H -11.501328 -1.719147 -6.082021
H -14.015080 -0.792432 -7.250105
H -12.632146 0.268515 -7.011684
H -14.150123 0.641458 -6.294573
H -12.472080 -0.412095 -4.570375
H -15.087471 -1.970458 -5.320084
H -14.927336 -0.581156 -4.175496
H -15.064819 -3.819398 -2.416680
H -15.862776 -3.698763 -3.949439
H -16.181875 -2.516179 -2.695800
C -9.481477 -4.744104 -4.236109
F -9.093067 -5.274598 -5.382615
F -10.177557 -3.680460 -4.588770
F -10.222595 -5.534698 -3.459902
S -7.918918 -4.217278 -3.330521
O -7.238323 -3.364199 -4.305929
O -8.309708 -3.513774 -2.058051
O -7.137020 -5.476536 -3.135102
C -5.643473 3.927636 -4.227648
F -6.320723 5.071812 -4.394485
F -4.969729 3.593502 -5.381051
F -4.869586 4.059694 -3.161023
S -6.867398 2.399906 -3.966534
O -7.727181 2.683525 -2.838873
O -7.684299 2.194493 -5.151252
O -6.066643 1.217368 -3.653054
Br -9.561956 -0.647734 -7.419856
Br -9.896271 -0.223567 -2.779169

Atoms 1-2, force components in eV/Å:
0.8172 1.0051 -0.4205
-1.8821 0.8909 0.4665

> Among the records above, which one has the lowest DFT total energy?

C18H48Br2F6N4O10S2

> The lowest DFT total energy belongs to which entry?

C18H48Br2F6N4O10S2

> Which value of DFT total energy does entry 1 give?

-1485.38242 Ha